# C2H3N3S

An isolated molecule of C2H3N3S (ωB97M-V/def2-TZVPD, OMol25).

Bonds (Å) are listed after each position.
Positions of all 9 atoms, in Å:
1 S -1.2523 -1.2514 0.2427  N3 1.633, N4 1.545
2 N -0.5203 1.9276 0.5609  C6 1.216
3 N 0.3494 -0.9657 0.3789  S1 1.633, C5 1.243
4 N -1.4945 -1.5485 -1.2542  S1 1.545, H8 0.972
5 C 1.0341 0.0716 0.3705  N3 1.243, C6 1.501, H7 1.034
6 C 0.6108 1.5114 0.3960  N2 1.216, C5 1.501, H9 1.109
7 H 2.0619 0.1355 0.4671  C5 1.034
8 H -2.3347 -1.9829 -1.4787  N4 0.972
9 H 1.5455 2.1023 0.3169  C6 1.109

**Multiplicity**: 1
**Gap between HOMO and LUMO (spin up / spin down)**: 8.63 / 6.58 eV
**LUMO (spin up / spin down)**: -0.77 / -1.05 eV

=====

# C2H3N4S

The ion C2H3N4S with charge -1 (ωB97M-V/def2-TZVPD, OMol25).

Bonds (Å) are listed after each position.
Positions of all 10 atoms, in Å:
1 S -2.5549 0.0538 -0.0754  N3 1.931
2 N 1.1753 -1.6570 -0.1303  N4 1.417, C6 1.273
3 N -0.6808 -0.4103 -0.0414  S1 1.931, C6 1.372, C7 1.402
4 N 1.6137 -0.3102 -0.0749  N2 1.417, C7 1.323
5 N 0.3603 1.7464 0.2170  C7 1.399, H9 1.015, H10 1.031
6 C -0.0935 -1.6502 -0.0250  N2 1.273, N3 1.372, H8 1.026
7 C 0.4824 0.3718 -0.0115  N3 1.402, N4 1.323, N5 1.399
8 H -0.5988 -2.5406 0.0410  C6 1.026
9 H -0.5944 1.9840 0.4657  N5 1.015
10 H 0.8905 2.4122 -0.3652  N5 1.031

**SMILES**: Nc1nncn1[S-]
**Net charge**: -1
**Multiplicity**: 1
**Gap between HOMO and LUMO**: 7.46 eV
**LUMO**: 3.83 eV

=====

# C2H3N5O

An isolated molecule of C2H3N5O (ωB97M-V/def2-TZVPD, OMol25).

Bonds (Å) are listed after each position.
Positions of all 11 atoms, in Å:
1 O 0.2066 -0.7263 -0.2411  C7 1.369, C8 1.419
2 N 1.4959 1.3169 -0.1371  N3 1.259, C8 1.414
3 N 0.5000 2.0805 -0.0406  N2 1.259, N6 1.423
4 N 2.5390 -0.6546 0.0756  C8 1.223, H9 1.036
5 N -2.0286 -0.4862 -0.0068  C7 1.350, H10 0.995, H11 1.096
6 N -0.7808 1.4612 -0.0027  N3 1.423, C7 1.320
7 C -0.8363 0.1444 -0.0706  O1 1.369, N5 1.350, N6 1.320
8 C 1.4578 -0.0919 -0.0265  O1 1.419, N2 1.414, N4 1.223
9 H 2.3495 -1.6634 0.2159  N4 1.036
10 H -2.0544 -1.4576 -0.2194  N5 0.995
11 H -2.8488 0.0770 0.4533  N5 1.096

**SMILES**: [H]/N=c1/nnnc(N)o1
**Multiplicity**: 1
**Gap between HOMO and LUMO**: 9.54 eV
**LUMO**: -0.26 eV

=====

# C2H3N5O

An isolated molecule of C2H3N5O (ωB97M-V/def2-TZVPD, OMol25).

Bonds (Å) are listed after each position.
Positions of all 11 atoms, in Å:
1 O 1.4590 1.5331 -0.0840  C8 1.224
2 N 1.6203 -1.1865 -0.1142  N5 1.358, H9 1.037, H10 1.009
3 N -1.8103 -0.7818 -0.1179  N4 1.259, C7 1.374
4 N -0.6586 -1.2851 -0.0385  N3 1.259, N5 1.337
5 N 0.4364 -0.5209 -0.0955  N2 1.358, N4 1.337, C8 1.429
6 N -0.8309 1.4034 -0.0108  C7 1.322, C8 1.335
7 C -1.8717 0.5886 -0.0402  N3 1.374, N6 1.322, H11 1.080
8 C 0.4084 0.9067 -0.0422  O1 1.224, N5 1.429, N6 1.335
9 H 2.2741 -0.4138 -0.3398  N2 1.037
10 H 1.7973 -1.3389 0.8677  N2 1.009
11 H -2.8240 1.0951 0.0155  C7 1.080

**SMILES**: Nn1nncnc1=O
**Multiplicity**: 1
**Gap between HOMO and LUMO**: 9.18 eV
**LUMO**: -1.00 eV

=====

# C2H3N5S

A cluster of 2 separate species, C2H3N5S in total (ωB97M-V/def2-TZVPD, OMol25).

Bonds (Å) are listed after each position.
Positions of all 11 atoms, in Å:
1 S -2.0846 -0.5502 -0.0966  N2 1.771
2 N -0.3319 -0.3066 -0.1739  S1 1.771, N3 1.374, C7 1.396
3 N 0.4220 -1.4357 0.0386  N2 1.374, C8 1.324
4 N 1.6027 1.1361 -0.1033  N6 1.324, C7 1.382
5 N -0.7725 1.7947 0.1032  C7 1.313, H9 0.953
6 N 2.2638 -0.0110 -0.0928  N4 1.324, C8 1.278
7 C 0.2346 0.9606 -0.0205  N2 1.396, N4 1.382, N5 1.313
8 C 1.6981 -1.1201 0.1954  N3 1.324, N6 1.278, H11 1.117
9 H -0.3842 2.6568 -0.0136  N5 0.953
10 H -2.4931 0.8135 1.5423  no bonds
11 H 2.3453 -1.9524 0.5651  C8 1.117

**Multiplicity**: 1
**Gap between HOMO and LUMO**: 7.09 eV
**LUMO**: -2.18 eV

=====

# C2H3N6

The ion C2H3N6 with charge +1 (ωB97M-V/def2-TZVPD, OMol25).

Bonds (Å) are listed after each position.
Positions of all 11 atoms, in Å:
1 N -1.1511 -0.4005 -0.2498  C7 1.395, C8 1.246
2 N 0.8807 -0.5274 0.9039  N4 1.150, C7 1.522
3 N -0.0902 2.6684 0.7714  N6 1.105
4 N 0.2872 -1.5030 1.0390  N2 1.150, C8 1.462
5 N 0.8728 0.5358 -1.0810  C7 1.406, H9 0.985, H10 1.014
6 N -0.2921 1.6287 0.4560  N3 1.105, C7 1.401
7 C 0.0053 0.3357 0.0069  N1 1.395, N2 1.522, N5 1.406, N6 1.401
8 C -1.0489 -1.4255 0.4515  N1 1.246, N4 1.462, H11 1.120
9 H 0.5436 0.6685 -1.9999  N5 0.985
10 H 1.8043 0.2639 -0.7869  N5 1.014
11 H -1.8117 -2.2446 0.4890  C8 1.120

**SMILES**: N#[N+][C@]1(N)N=CN=N1
**Net charge**: +1
**Multiplicity**: 1
**Gap between HOMO and LUMO**: 9.02 eV
**LUMO**: -6.38 eV

=====

no.,strongest force on any atom (eV/A)
1,2.76
2,2.56
3,3.33
4,3.19
5,6.19
6,7.11